Run 1
11
Properties=species:S:1:pos:R:3:nbo_charge:R:1 method="wB97M-V/def2-TZVPD" total_charge=0 e_homo_ev=-8.72
C 1.082 0.198 0.059 0.262
C -1.772 0.420 -0.058 0.201
H 2.793 1.072 0.147 0.341
H 0.814 2.185 -0.038 0.390
H -2.835 0.505 -0.289 0.193
H -1.964 -1.511 0.540 0.404
N 2.343 0.141 0.099 -0.690
N 0.280 1.339 0.145 -0.481
N -1.046 1.446 -0.258 -0.277
N -1.300 -0.769 0.462 -0.769
S 0.212 -1.316 -0.219 0.426

Run 2
11
Properties=species:S:1:pos:R:3:nbo_charge:R:1 method="wB97M-V/def2-TZVPD" total_charge=0 e_homo_ev=-8.99 smiles="c1nnn[nH]1.C=S"
C -0.508 -1.832 0.857 0.142
C 1.096 2.249 -2.462 -0.455
N -1.627 -1.324 0.413 -0.292
N -0.134 -1.126 1.948 -0.369
N -1.928 -0.320 1.226 -0.064
N -1.064 -0.184 2.138 -0.061
S 1.693 1.090 -1.527 0.073
H 0.026 -2.656 0.438 0.218
H 0.030 2.381 -2.579 0.193
H 0.672 -1.204 2.547 0.427
H 1.745 2.926 -3.000 0.189

According to the calculations, the structures order from most to least stable as run 1, run 2.

Run 1
43
Properties=species:S:1:pos:R:3:nbo_charge:R:1 method="wB97M-V/def2-TZVPD" total_charge=-1 e_homo_ev=-4.18 smiles="CNC(=O)[C@H](C[S-])NC(=O)[C@@H](CCCCN)NC(C)=O"
O -0.762 0.521 3.214 -0.713
O -0.101 -3.890 -3.904 -0.678
O 1.800 -1.540 -0.542 -0.675
S -3.106 -1.399 -1.012 -0.606
C -1.476 0.105 2.302 0.693
C 0.132 -2.885 -3.223 0.668
C 0.659 -1.091 -0.457 0.676
N 1.073 -2.025 -3.535 -0.597
N 0.270 3.450 3.705 -0.872
N -0.342 -1.429 -1.214 -0.669
N -1.066 -0.112 1.057 -0.665
C -2.923 -0.245 2.665 -0.701
C 2.038 -2.169 -4.643 -0.410
C 1.622 3.473 3.131 -0.209
C 1.765 2.302 2.075 -0.409
C 0.681 2.490 0.958 -0.401
C -2.188 -2.239 -2.393 -0.502
C 0.682 1.363 -0.044 -0.390
C -0.731 -2.581 -1.983 -0.140
C 0.332 -0.043 0.566 -0.133
H 1.207 -1.180 -2.921 0.417
H -0.145 2.557 3.497 0.391
H 0.299 3.573 4.714 0.348
H -1.183 -0.864 -1.137 0.416
H -1.782 -0.510 0.420 0.434
H -3.560 0.106 1.857 0.226
H -3.068 -1.353 2.748 0.236
H -3.171 0.302 3.539 0.221
H 2.973 -2.546 -4.302 0.192
H 1.603 -2.838 -5.373 0.227
H 2.260 -1.185 -5.107 0.189
H 2.326 3.276 3.924 0.169
H 1.773 4.408 2.582 0.163
H 2.736 2.340 1.582 0.192
H 1.667 1.379 2.669 0.221
H -0.291 2.617 1.412 0.217
H 0.904 3.419 0.387 0.193
H -2.674 -3.147 -2.757 0.221
H -2.128 -1.538 -3.261 0.187
H 1.673 1.274 -0.488 0.204
H -0.024 1.617 -0.850 0.209
H -0.712 -3.457 -1.310 0.218
H 0.956 -0.303 1.453 0.241

Run 2
43
Properties=species:S:1:pos:R:3:nbo_charge:R:1 method="wB97M-V/def2-TZVPD" total_charge=-1 e_homo_ev=-3.73 smiles="CNC(=O)[C@@H](CCCCN)NC(=O)[C@H](C[S-])NC(C)=O"
O -2.819 -1.887 0.456 -0.667
O 1.370 -1.673 0.226 -0.709
O 0.586 2.768 -2.117 -0.614
S -0.363 -1.515 -3.916 -0.664
C -2.798 -1.597 -0.714 0.696
C 0.415 -1.244 -0.504 0.685
C 1.279 1.922 -1.624 0.692
N 2.545 1.689 -2.097 -0.618
N 1.354 0.278 4.805 -0.857
N -1.712 -1.842 -1.543 -0.691
N 0.172 -0.031 -0.829 -0.614
C -4.029 -0.912 -1.398 -0.718
C 3.372 0.470 -1.923 -0.434
C 0.068 0.633 4.199 -0.202
C 0.342 1.477 2.923 -0.405
C -0.770 1.543 1.853 -0.405
C 0.118 -2.770 -2.583 -0.498
C -0.192 2.096 0.495 -0.387
C -0.395 -2.373 -1.151 -0.145
C 0.777 1.184 -0.333 -0.138
H 2.793 2.128 -2.932 0.388
H 1.144 -0.272 5.571 0.357
H 1.916 -0.067 4.006 0.366
H -1.735 -1.507 -2.517 0.414
H -0.390 0.066 -1.647 0.442
H -4.604 -0.546 -0.495 0.225
H -3.900 -0.231 -2.186 0.224
H -4.613 -1.820 -1.751 0.221
H 2.773 -0.417 -2.041 0.226
H 3.919 0.263 -2.764 0.208
H 3.882 0.451 -0.970 0.197
H -0.491 -0.269 3.917 0.172
H -0.460 1.275 4.998 0.167
H 1.206 1.012 2.499 0.187
H 0.679 2.437 3.339 0.196
H -1.143 0.514 1.704 0.223
H -1.579 2.116 2.186 0.201
H -0.321 -3.765 -2.891 0.198
H 1.220 -2.841 -2.552 0.200
H -1.095 2.339 -0.171 0.221
H 0.300 3.073 0.675 0.206
H -0.472 -3.201 -0.510 0.228
H 1.651 1.045 0.311 0.225

According to the calculations, the structures order from most to least stable as run 1, run 2.

Run 1
18
Properties=species:S:1:pos:R:3:nbo_charge:R:1 method="wB97M-V/def2-TZVPD" total_charge=-1 e_homo_ev=-4.59
C -1.351 -0.667 1.146 -0.036
O -0.064 -0.916 1.566 -0.826
C -1.485 -0.356 -0.370 -0.415
C -0.434 0.717 -0.801 -0.504
C 0.754 0.030 -1.472 0.678
N 2.001 -0.067 -0.980 -0.842
O 0.473 -0.605 -2.511 -0.715
H -1.974 -1.534 1.406 0.144
H -1.726 0.240 1.670 0.114
H -1.326 -1.180 -1.059 0.217
H -2.441 0.101 -0.651 0.176
H -0.988 1.440 -1.375 0.214
H -0.021 1.249 0.070 0.219
H 2.525 -0.768 -1.424 0.371
H 2.009 -0.033 0.118 0.459
H 1.534 1.677 1.674 0.430
H 0.690 -0.067 1.399 0.496
O 1.825 0.740 1.594 -1.180

Run 2
18
Properties=species:S:1:pos:R:3:nbo_charge:R:1 method="wB97M-V/def2-TZVPD" total_charge=-1 e_homo_ev=-4.82
C 2.039 -1.669 0.393 -0.621
C 0.588 -1.137 0.260 -0.042
C 0.592 0.204 -0.459 -0.533
C -0.803 0.793 -0.775 0.775
O -1.801 0.143 -0.385 -0.792
O -0.812 1.898 -1.368 -0.798
N -0.088 -1.141 1.567 -0.856
H 2.771 -0.863 0.402 0.193
H 2.190 -2.379 -0.420 0.201
H 2.129 -2.243 1.318 0.204
H 0.068 -1.897 -0.329 0.180
H 1.076 0.933 0.195 0.196
H 1.210 0.132 -1.355 0.205
H 0.485 -0.588 2.200 0.323
H -0.963 -0.639 1.409 0.396
H -2.165 3.037 -0.938 0.503
H -3.378 2.243 -0.811 0.472
O -3.140 3.174 -0.904 -1.007

According to the calculations, the structures order from most to least stable as run 2, run 1.

Run 1
13
Properties=species:S:1:pos:R:3:nbo_charge:R:1 method="wB97M-V/def2-TZVPD" total_charge=0 e_homo_ev=-9.50 smiles=CC#CBr.CO
C 2.500 -1.728 -0.225 -0.040
C 3.116 -0.703 -0.190 -0.163
C 1.458 -2.724 -0.411 -0.669
C 0.007 1.007 -0.531 -0.251
O 0.662 1.607 0.615 -0.758
Br 4.157 0.818 -0.025 0.172
H 0.429 1.306 1.479 0.472
H 1.484 -3.367 0.419 0.233
H 1.584 -3.296 -1.281 0.235
H 0.500 -2.214 -0.414 0.231
H -1.017 0.774 -0.155 0.170
H 0.542 0.081 -0.845 0.175
H 0.032 1.834 -1.329 0.193

Run 2
13
Properties=species:S:1:pos:R:3:nbo_charge:R:1 method="wB97M-V/def2-TZVPD" total_charge=0 e_homo_ev=-9.72
C 0.163 -2.615 0.441 -0.240
C -0.018 -2.306 -0.741 -0.192
C 0.599 1.077 -0.377 -0.745
C 2.123 0.837 -0.191 0.447
O 2.475 -0.331 -0.246 -0.520
Br -0.865 -1.690 -2.249 0.181
H 0.718 -2.713 1.384 0.256
H -4.452 1.785 1.465 -0.001
H 0.174 2.061 -0.538 0.216
H 0.372 0.506 -1.270 0.237
H 0.121 0.506 0.368 0.241
H -4.083 1.170 2.027 0.001
H 2.673 1.713 -0.073 0.117

According to the calculations, the structures order from most to least stable as run 1, run 2.

Run 1
36
Properties=species:S:1:pos:R:3:nbo_charge:R:1 method="wB97M-V/def2-TZVPD" total_charge=0 e_homo_ev=-9.07 smiles="COCCSc1ccccc1C(=O)Nc1cc(C)on1"
O -0.738 2.825 0.217 -0.554
N 1.799 2.467 -1.270 -0.133
O 3.004 2.211 -2.031 -0.317
O 0.212 -1.978 -1.650 -0.551
S -0.464 -1.469 1.486 0.249
C -0.542 1.731 0.657 0.653
C 1.584 1.331 -0.645 0.310
C 2.606 0.398 -0.907 -0.385
C 3.463 0.947 -1.785 0.343
C -3.028 0.366 3.915 -0.196
C -3.072 1.681 3.485 -0.208
C -2.180 -0.533 3.306 -0.213
C -2.260 2.093 2.430 -0.166
C -1.382 -0.148 2.204 -0.187
C -1.368 1.191 1.804 -0.088
N 0.542 0.973 0.199 -0.651
C -0.004 -1.458 -2.976 -0.255
C 4.729 0.294 -2.251 -0.655
C -0.988 -2.514 -1.087 -0.076
C -1.535 -1.590 0.003 -0.529
H 2.718 -0.557 -0.389 0.227
H -3.722 0.071 4.689 0.219
H -3.800 2.384 3.909 0.221
H -2.176 -1.568 3.631 0.226
H -2.328 3.124 2.132 0.242
H 0.672 0.029 0.591 0.413
H -0.819 -0.741 -3.043 0.174
H 0.883 -0.912 -3.266 0.202
H -0.166 -2.297 -3.669 0.171
H 4.715 -0.784 -2.016 0.235
H 4.844 0.420 -3.325 0.232
H 5.568 0.731 -1.731 0.234
H -0.764 -3.503 -0.671 0.186
H -1.769 -2.678 -1.832 0.185
H -1.720 -0.625 -0.443 0.221
H -2.515 -1.911 0.328 0.221

Run 2
36
Properties=species:S:1:pos:R:3:nbo_charge:R:1 method="wB97M-V/def2-TZVPD" total_charge=0 e_homo_ev=-8.14
C 6.308 0.611 0.492 -0.245
H 6.440 0.052 1.350 0.174
O 5.198 1.389 0.219 -0.493
C 3.942 0.545 0.181 0.230
C 2.740 1.135 -0.096 -0.161
C 1.403 0.623 0.064 -0.169
C 1.306 -0.821 0.268 0.379
C 2.545 -1.401 0.117 -0.296
C 3.752 -0.783 0.208 -0.209
H 4.726 -1.463 0.414 0.213
H 2.438 -2.298 0.329 0.200
O 0.092 -1.283 -0.032 -0.537
C -0.209 -1.912 -1.343 -0.257
H -1.183 -2.113 -1.073 0.228
H 0.457 -2.448 -1.827 0.191
H -0.403 -0.878 -1.743 0.203
C 0.339 1.415 -0.066 -0.094
C -1.024 1.206 0.144 -0.353
C -1.900 2.404 -0.159 0.737
O -1.809 3.522 -0.164 -0.518
N -3.385 1.897 -0.093 -0.687
C -4.024 0.771 0.280 0.187
N -3.347 -0.333 0.162 -0.529
C -4.258 -1.525 0.451 -0.224
H -4.065 -2.069 -0.825 0.142
H -3.786 -2.094 1.161 0.215
C -5.668 -1.325 0.406 -0.431
H -6.078 -1.284 1.325 0.213
H -6.371 -1.556 -0.297 0.227
S -5.659 0.635 0.403 0.204
H -3.975 2.790 -0.110 0.391
H -1.353 0.248 0.206 0.272
H 0.559 2.648 -0.351 0.213
H 2.775 2.258 -0.034 0.217
H 6.409 -0.146 -0.418 0.162
H 7.070 1.582 0.451 0.205

According to the calculations, the structures order from most to least stable as run 1, run 2.

Run 1
16
Properties=species:S:1:pos:R:3:nbo_charge:R:1 method="wB97M-V/def2-TZVPD" total_charge=0 e_homo_ev=-7.73 smiles="C=C1C=CSC(C)=C1"
C 0.080 1.306 -2.319 -0.648
C 0.166 0.368 -1.174 -0.056
C -0.551 0.514 -0.043 -0.263
C -0.320 -0.126 1.270 -0.060
C -0.892 0.346 2.415 -0.408
C 0.409 -1.430 1.094 -0.232
C 1.155 -1.928 0.106 -0.303
H -0.270 0.779 -3.148 0.222
H -0.592 2.060 -1.994 0.225
H 1.074 1.632 -2.611 0.229
H -1.303 1.270 0.034 0.207
H -1.475 1.326 2.266 0.195
H -0.757 0.002 3.469 0.219
H 0.260 -2.273 1.867 0.216
H 1.727 -2.774 0.266 0.222
S 1.290 -1.071 -1.495 0.233

Run 2
16
Properties=species:S:1:pos:R:3:nbo_charge:R:1 method="wB97M-V/def2-TZVPD" total_charge=0 e_homo_ev=-8.60 smiles="C=C1CCC=C1C=S"
C 2.090 -0.175 0.604 -0.366
C 0.823 -0.341 0.084 -0.022
C 0.546 0.013 -1.518 -0.439
C -0.943 -0.137 -1.687 -0.412
C -1.487 0.301 -0.123 -0.107
C -0.521 -0.034 0.737 -0.150
C -0.868 0.056 2.273 -0.255
H 2.984 0.088 -0.169 0.205
H 2.224 0.038 1.655 0.221
H 1.179 -0.778 -2.053 0.229
H 0.741 1.040 -1.751 0.218
H -1.293 0.467 -2.521 0.217
H -1.439 -1.149 -1.700 0.220
H -2.443 0.467 0.232 0.202
H -1.868 0.639 2.557 0.222
S 0.274 -0.494 3.379 0.017

Run 3
16
Properties=species:S:1:pos:R:3:nbo_charge:R:1 method="wB97M-V/def2-TZVPD" total_charge=0 e_homo_ev=-8.56 smiles="C=C1CCC=C1C=S"
C -2.057 -0.215 -0.400 -0.385
C -0.832 -0.088 0.030 -0.019
C -0.362 -0.429 1.411 -0.430
C 1.196 -0.421 1.336 -0.452
C 1.462 0.151 -0.022 -0.058
C 0.349 0.361 -0.745 -0.159
C 0.416 0.886 -2.108 -0.263
H -2.750 -0.657 0.312 0.192
H -2.312 -0.015 -1.394 0.224
H -0.786 -1.363 1.804 0.225
H -0.699 0.429 2.053 0.220
H 1.573 0.227 2.187 0.223
H 1.641 -1.399 1.489 0.226
H 2.516 0.378 -0.303 0.215
H 1.443 1.137 -2.461 0.204
S -0.800 1.019 -3.189 0.037

Run 4
16
Properties=species:S:1:pos:R:3:nbo_charge:R:1 method="wB97M-V/def2-TZVPD" total_charge=0 e_homo_ev=-9.14 smiles=C#CC(C)(C#C)CS
C 0.060 -0.195 1.549 -0.595
C -0.238 -0.054 0.078 -0.278
C 0.747 -0.855 -0.850 -0.498
C -0.008 1.360 -0.260 -0.004
C 0.162 2.532 -0.533 -0.219
C -1.586 -0.497 -0.255 -0.014
C -2.623 -1.018 -0.674 -0.217
H 0.378 -1.284 1.927 0.239
H 0.909 0.677 1.862 0.245
H -0.915 0.105 2.056 0.230
H 0.488 -1.979 -0.724 0.245
H 0.563 -0.645 -1.922 0.238
H 2.815 0.660 -0.343 0.150
H 0.391 3.565 -0.826 0.251
H -3.605 -1.648 -0.767 0.269
S 2.463 -0.724 -0.319 -0.043

According to the calculations, the structures order from most to least stable as run 3, run 1, run 2, run 4.